{"formula": "C30H43AsNO5S5V", "method": "ωB97M-V/def2-TZVPD", "fmax_ev_per_a": 1.74, "multiplicity": 2, "homo_lumo_gap_ev": [4.68, 4.66], "e_above_lowest_ev": 0.000, "homo_ev": [-2.38, -2.36], "charge": -1, "lumo_ha": [0.0845, 0.0845], "species": ["H", "H", "C", "H", "H", "S", "H", "C", "H", "O", "H", "C", "H", "H", "C", "H", "H", "C", "H", "C", "H", "C", "H", "H", "H", "S", "H", "O", "H", "C", "H", "H", "H", "V", "S", "H", "H", "C", "C", "C", "O", "O", "H", "H", "C", "H", "H", "H", "C", "C", "N", "C", "O", "C", "H", "H", "As", "C", "H", "C", "H", "H", "S", "C", "C", "H", "C", "H", "C", "H", "C", "C", "H", "H", "H", "C", "S", "H", "C", "H", "C", "C", "C", "C", "H", "H"], "coordinates": [[-2.72112, -3.71178, 2.06379], [-1.36051, -2.95170, 4.02274], [-0.10520, 3.22713, 1.97070], [-0.97555, -3.10876, -1.91897], [2.56991, -3.37261, -1.41003], [-1.48342, -1.09297, 2.50978], [4.88951, -4.00450, -0.99776], [3.51313, 2.79553, 0.53017], [3.15037, 2.91443, -2.04131], [-1.59598, 0.36032, 2.83171], [-0.21175, -1.63441, 4.40607], [2.99222, -2.18406, -3.15453], [-1.38117, 3.56179, -1.88026], [3.79993, -1.17693, -4.88157], [-1.23258, -1.87675, 4.11482], [0.69745, 3.70014, 1.39211], [-4.81408, -2.27250, -2.25514], [-5.87118, -2.41142, 1.99447], [-2.61732, -3.76010, -1.62441], [5.66458, -2.96931, -2.70988], [-1.41224, -1.01263, -3.64903], [-3.52020, -2.97811, 2.09965], [-0.75053, 4.01104, 2.38721], [0.32980, 2.64408, 2.78009], [4.44142, 2.77314, -0.05369], [1.30395, -0.68410, 2.16888], [-2.09659, 3.81802, 0.44892], [-0.85927, 2.32355, 1.19945], [-0.01291, 3.97819, -0.83309], [0.30556, 0.14501, -6.45407], [-1.56202, -3.22204, -0.26241], [2.01930, 4.00344, -1.22219], [-2.33053, 2.13086, -0.11719], [-0.35964, -0.27001, 0.57819], [1.01529, -1.38077, -0.80857], [-2.23628, 0.48087, -3.17290], [-4.82746, -1.97148, -0.49537], [1.22373, -1.34376, -4.77701], [4.02501, -1.80186, -4.02736], [-4.20920, -0.68807, 2.35859], [-2.30915, -0.11279, -0.33792], [2.43729, 2.26923, -0.21185], [6.69489, -3.25078, -2.52740], [0.90798, 2.89968, -3.07976], [5.33756, -2.18712, -3.81038], [1.80110, -3.27293, -5.51111], [-5.01164, -0.61738, -1.62380], [-5.08960, -4.39936, 1.78005], [-5.53315, -1.07566, 2.19367], [0.46814, -0.82241, -7.43507], [0.75794, -1.28322, -2.47231], [1.38305, -2.30862, -5.77633], [-0.05297, 2.01733, -1.46118], [1.13044, 2.27267, -2.20514], [-7.95345, -1.97073, 1.66818], [-7.66047, -3.32491, 2.75958], [-2.60636, -1.28374, -1.48359], [-1.86323, -3.04160, -1.29848], [3.31152, 3.83293, 0.83151], [-2.33917, -0.59992, -3.26581], [-1.96403, -1.40222, 4.76928], [6.10861, -1.86782, -4.50189], [1.77660, -2.74140, 2.12325], [-4.52505, -1.57967, -1.46455], [0.68293, -0.11258, -5.14295], [-7.43362, -3.53665, 1.02290], [3.33738, -3.00906, -2.07450], [0.18684, -0.61735, -8.46072], [-1.59378, 2.89106, 0.14167], [3.62460, 2.16988, 1.41159], [-4.84701, -3.35420, 1.94649], [-7.31198, -2.83321, 1.84822], [-0.11061, 1.11226, -6.71221], [-3.93310, 0.34747, 2.51035], [1.14842, -2.81593, -7.84486], [2.24440, 2.94353, -1.41866], [0.15630, -3.90446, 1.68624], [-3.18019, -0.85110, -3.90921], [-0.73571, 3.19200, -1.07051], [-6.31944, -0.32852, 2.21281], [1.62275, -1.62901, -3.36657], [4.65663, -3.38472, -1.85519], [1.01248, -2.05338, -7.08683], [-3.20730, -1.64137, 2.32439], [1.46458, 1.29330, -2.53769], [0.58122, 0.65556, -4.38593]], "forces_ev_per_a": [[0.0, 0.0, 0.0], [0.0, 0.0, 0.0], [0.1, 0.0, 0.0], [0.1, 0.0, 0.0], [0.0, 0.1, 0.1], [-1.2, -0.3, 1.2], [0.0, 0.0, 0.0], [-0.2, -0.1, -0.1], [0.0, 0.0, 0.0], [-0.3, 0.1, -0.1], [0.0, 0.0, -0.1], [0.4, 0.1, 0.1], [0.0, 0.0, -0.1], [0.0, 0.0, 0.0], [0.4, -0.1, -0.3], [0.0, -0.1, 0.0], [0.1, 0.0, 0.0], [-0.1, 0.1, 0.0], [-0.1, 0.1, 0.0], [0.0, 0.1, -0.1], [0.1, 0.1, -0.1], [0.1, 0.0, 0.1], [0.0, 0.0, 0.0], [0.0, 0.0, 0.0], [0.0, 0.0, 0.0], [-0.1, 0.2, 0.1], [0.0, 0.0, 0.1], [0.1, 0.1, -0.3], [-0.1, 0.1, 0.0], [0.0, 0.0, 0.0], [0.1, 0.0, 0.0], [0.0, 0.1, 0.0], [-0.1, 0.1, 0.0], [-0.1, 1.4, -0.2], [0.9, -0.7, -0.3], [0.0, 0.0, 0.0], [0.0, 0.0, 0.0], [0.0, -0.2, -0.3], [-0.1, 0.0, 0.1], [0.0, 0.0, 0.0], [0.8, 0.0, 0.6], [0.1, 0.0, 0.1], [0.0, 0.0, 0.0], [0.0, 0.0, -0.1], [0.0, 0.0, 0.0], [0.0, 0.0, 0.0], [0.0, 0.0, 0.0], [0.0, 0.0, 0.0], [0.0, -0.1, 0.0], [0.0, 0.0, 0.0], [-0.1, 0.3, -0.6], [0.0, 0.0, 0.1], [0.0, 0.2, 0.0], [-0.1, -0.2, 0.2], [0.0, 0.0, 0.0], [0.0, 0.0, 0.0], [-0.9, -0.5, -0.6], [0.1, 0.1, 0.0], [0.0, 0.0, 0.0], [0.2, 0.0, 0.1], [0.0, 0.0, -0.1], [0.0, 0.0, 0.0], [0.7, 0.0, 0.1], [0.1, 0.2, 0.1], [0.0, 0.1, 0.1], [0.0, 0.0, 0.0], [-0.2, 0.0, -0.2], [0.0, 0.0, 0.0], [0.1, -0.2, -0.1], [0.0, 0.0, 0.0], [0.1, 0.0, 0.0], [0.1, 0.0, 0.0], [0.0, 0.0, 0.0], [0.0, 0.0, 0.0], [0.0, 0.0, 0.0], [-0.2, 0.1, 0.0], [-0.5, -0.1, 0.0], [-0.1, 0.0, 0.1], [0.2, 0.0, 0.1], [0.0, 0.0, 0.0], [-0.2, 0.0, 0.2], [-0.1, -0.1, 0.0], [0.0, 0.0, -0.1], [0.1, 0.0, -0.1], [0.0, -0.1, 0.0], [-0.1, -0.1, 0.0]], "lowdin_spin": [0.000, 0.000, 0.001, 0.000, 0.000, 0.016, 0.000, 0.000, 0.000, 0.009, 0.000, 0.003, 0.000, 0.000, 0.003, 0.000, 0.000, 0.000, 0.000, 0.006, 0.000, 0.000, 0.000, 0.000, 0.000, -0.020, 0.000, 0.010, 0.000, 0.000, 0.001, 0.000, 0.000, 0.903, -0.003, 0.000, 0.000, 0.004, 0.005, 0.001, 0.005, 0.000, 0.000, 0.000, -0.001, 0.000, 0.000, 0.000, 0.000, 0.005, -0.010, 0.004, 0.001, 0.000, 0.000, 0.000, 0.003, 0.003, 0.000, 0.000, 0.001, 0.000, -0.010, 0.000, 0.004, 0.000, 0.005, 0.000, 0.001, 0.000, 0.000, 0.000, 0.000, 0.000, 0.000, 0.000, 0.012, 0.000, 0.000, 0.000, 0.040, -0.001, 0.000, 0.001, 0.000, 0.000]}